# 1
Here is C6H14O3P2 in the gas phase from OMol25. Energies are from the ωB97M-V functional and the def2-TZVPD basis.

Each line ends with the Löwdin charge.
Positions of all 25 atoms, in Å:
H (3.85, -1.33, 0.65)  0.02
H (2.38, -1.07, 1.65)  0.01
O (2.28, 1.89, 1.04)  -0.39
H (-1.65, 1.93, 0.81)  0.10
C (-1.91, -0.17, 0.97)  -0.15
H (0.30, -0.49, -3.08)  0.03
H (-3.24, -2.13, 1.91)  0.12
C (-1.67, 1.09, 0.14)  -0.22
O (-3.83, -1.61, 1.34)  0.08
H (0.99, -1.91, -2.37)  0.01
C (-0.42, 1.15, -0.78)  -0.39
H (-2.54, 1.24, -0.48)  0.10
H (-2.23, 0.13, 1.96)  0.11
C (1.08, -0.84, -2.42)  -0.33
H (-1.04, -0.81, 1.12)  0.07
H (3.82, -0.14, 1.96)  0.03
O (-3.23, -1.13, -0.73)  0.17
P (0.78, -0.25, -0.69)  0.76
P (2.67, 0.67, -0.01)  0.63
H (1.97, 2.67, 0.56)  0.03
H (0.10, 2.08, -0.57)  0.04
C (-3.03, -1.01, 0.41)  -0.56
C (3.24, -0.61, 1.18)  -0.34
H (2.08, -0.60, -2.78)  0.02
H (-0.74, 1.24, -1.80)  0.07

The SMILES is CP(O)#P(C)CCCC(=O)O. The maximum force comes out at 3.80 eV Å⁻¹. The HOMO-LUMO gap is 8.106 eV. The calculation puts the relative energy (zero: lowest compared OMol25 entry of this formula, charge and spin) at 149.8 kJ/mol.

=====

# 2
Here is 3 unconnected molecules or ions with the total composition C6H14O5 from OMol25. Energies are from the ωB97M-V functional and the def2-TZVPD basis.

Each line ends with the Löwdin charge.
Positions of all 25 atoms, in Å:
O (7.21, -2.91, -17.08)  0.15
H (10.44, -6.25, -16.31)  0.09
H (6.94, -6.76, -17.43)  0.15
H (9.45, -5.32, -18.60)  0.17
H (3.56, -1.27, -18.15)  0.02
H (7.52, -6.71, -19.08)  0.14
C (4.32, -3.62, -18.93)  -0.14
O (7.00, -4.84, -18.27)  0.04
C (7.63, -3.99, -17.44)  -0.53
O (8.60, -4.74, -16.95)  0.08
C (9.71, -6.77, -16.92)  0.00
H (4.58, -4.49, -18.33)  0.08
C (8.89, -5.80, -17.80)  -0.31
O (3.14, -2.97, -18.49)  -0.11
H (4.44, -3.82, -19.99)  0.09
H (5.52, -0.12, -17.00)  0.08
C (4.60, -0.59, -16.67)  -0.21
H (10.20, -7.51, -17.55)  0.08
H (2.65, -3.68, -18.07)  0.09
H (4.84, -1.62, -16.42)  0.07
H (4.24, -0.10, -15.77)  0.07
H (9.10, -7.34, -16.22)  0.08
C (7.46, -6.13, -18.15)  -0.12
H (5.11, -2.91, -18.68)  0.07
O (3.73, -0.43, -17.71)  -0.11

The SMILES is C[C@H]1COC(=O)O1.CO.CO. The maximum force comes out at 4.51 eV Å⁻¹. The HOMO-LUMO gap is 9.587 eV. The calculation puts the relative energy (zero: lowest compared OMol25 entry of this formula, charge and spin) at 52.3 kJ/mol.

=====

# 3
Here is C6H14P2 in the gas phase from OMol25. Energies are from the ωB97M-V functional and the def2-TZVPD basis.

Each line ends with the Löwdin charge.
Positions of all 22 atoms, in Å:
H (-3.08, 1.42, 0.65)  0.06
H (2.11, -2.31, 0.16)  0.04
C (2.05, 1.47, -0.05)  -0.19
H (-0.19, 0.03, 2.32)  0.03
H (3.04, -1.26, -1.07)  0.06
H (3.57, -1.06, 0.60)  0.06
H (1.46, 2.21, 0.26)  -0.01
C (-0.02, -0.58, 1.31)  -0.44
H (0.17, 0.12, -2.20)  0.04
H (-1.39, 2.26, 0.40)  0.07
H (-2.29, 1.57, -0.97)  0.02
H (2.78, 1.42, 0.71)  0.03
C (-2.64, -1.33, -0.02)  -0.21
H (2.28, 1.38, -1.13)  0.07
H (-3.17, -1.12, -0.87)  -0.01
P (-1.20, -0.13, 0.03)  0.59
H (-2.10, -2.35, -0.04)  0.08
C (2.63, -1.34, 0.00)  -0.23
C (-2.13, 1.43, 0.08)  -0.23
H (-3.17, -1.22, 0.94)  0.05
P (1.22, -0.14, 0.08)  0.57
C (0.06, -0.47, -1.18)  -0.45

The maximum force comes out at 5.10 eV Å⁻¹. The HOMO-LUMO gap is 7.874 eV. The calculation puts the relative energy (zero: lowest compared OMol25 entry of this formula, charge and spin) at 262.2 kJ/mol.

=====

The highest maximum force belongs to which entry? C6H14P2